{
  "formula": "C27H28F4N3",
  "method": "wB97M-V/def2-TZVPD",
  "symbols": ["C", "N", "C", "C", "N", "C", "C", "C", "C", "C", "C", "C", "C", "C", "C", "C", "C", "C", "F", "C", "C", "F", "C", "C", "C", "C", "F", "C", "C", "F", "C", "N", "C", "C", "H", "H", "H", "H", "H", "H", "H", "H", "H", "H", "H", "H", "H", "H", "H", "H", "H", "H", "H", "H", "H", "H", "H", "H", "H", "H", "H", "H"],
  "coordinates": [[-2.31299, -4.87926, 4.31312], [-1.02701, -4.45554, 4.86647], [0.13449, -5.05047, 4.19076], [-0.95600, -3.29032, 5.56687], [-1.85142, -2.27895, 5.21222], [-2.48096, -1.42794, 6.24836], [-3.99429, -1.44447, 6.19693], [-4.68197, -2.64582, 6.38006], [-6.07607, -2.67418, 6.26700], [-6.78692, -1.50002, 6.00162], [-6.09694, -0.29481, 5.86558], [-4.71175, -0.26117, 6.00382], [-1.60316, -1.70266, 3.89619], [-0.29332, -0.93872, 3.89846], [0.82511, -1.47441, 3.37871], [2.06808, -0.77226, 3.14571], [3.23028, -1.54723, 2.91455], [4.42191, -0.90563, 2.62684], [5.54362, -1.66923, 2.39915], [4.53366, 0.48328, 2.55024], [3.37204, 1.22011, 2.79482], [3.43986, 2.59056, 2.68888], [2.14812, 0.63761, 3.11204], [-2.79893, -0.94196, 3.34453], [-2.77096, 0.43922, 3.11999], [-3.92529, 1.06028, 2.62823], [-3.94203, 2.43478, 2.53176], [-5.08899, 0.36343, 2.32227], [-5.05271, -1.01738, 2.51728], [-6.19858, -1.74569, 2.29529], [-3.93875, -1.67960, 3.01839], [-0.06254, -3.16632, 6.54021], [0.57227, -4.34974, 7.13489], [0.31979, -1.86940, 7.10869], [-3.11059, -4.69974, 5.04395], [-2.54076, -4.36421, 3.36971], [-2.23374, -5.95186, 4.12019], [1.06124, -4.82036, 4.71878], [-0.02007, -6.13331, 4.16045], [0.20631, -4.68579, 3.15210], [-2.17834, -1.83036, 7.21946], [-2.08460, -0.40421, 6.15703], [-4.12229, -3.55723, 6.61077], [-6.60592, -3.61814, 6.39346], [-7.87633, -1.51861, 5.92032], [-6.63981, 0.62937, 5.65231], [-4.16666, 0.68469, 5.91760], [-1.47355, -2.57144, 3.23185], [-0.28094, 0.03878, 4.39974], [0.84434, -2.53613, 3.09161], [3.17236, -2.63410, 2.96345], [5.47514, 0.96546, 2.30668], [1.25768, 1.24086, 3.30260], [-1.88240, 1.03432, 3.34198], [-5.98927, 0.86380, 1.97541], [-3.96978, -2.75839, 3.17967], [0.01382, -5.24547, 6.84491], [1.62408, -4.44707, 6.81740], [0.54965, -4.24877, 8.22794], [0.30640, -1.09793, 6.32719], [-0.34381, -1.59775, 7.94144], [1.34224, -1.94330, 7.49519]],
  "atomic_forces_ev_per_a": [[-0.09, 0.11, 0.00], [0.09, 0.46, -0.20], [-0.07, -0.07, 0.16], [-0.65, 0.50, -0.65], [0.37, -0.95, 1.77], [0.25, -0.02, 0.18], [-0.19, 0.17, 0.09], [-0.28, 0.20, -0.21], [0.18, 0.00, 0.09], [0.18, -0.03, -0.02], [-0.11, 0.06, 0.15], [0.22, -0.14, -0.25], [0.45, -0.27, -0.90], [0.12, -0.28, -0.18], [-1.05, -0.04, 0.40], [1.65, 0.52, 0.04], [-0.53, 0.39, 0.05], [0.76, -0.15, -0.12], [-1.15, 0.81, 0.24], [-0.44, -0.22, 0.11], [0.05, 0.67, -0.07], [-0.05, -1.46, 0.20], [0.13, -0.50, -0.09], [-0.18, 0.34, -0.32], [-0.19, -0.02, 0.08], [-0.04, 0.64, 0.29], [0.11, -1.52, -0.06], [0.29, -0.19, 0.08], [-0.60, -0.39, 0.27], [1.22, 0.78, 0.06], [-0.25, 0.08, -0.14], [-0.11, -0.17, -0.04], [0.07, -0.10, 0.25], [0.15, 0.22, 0.06], [0.22, -0.02, -0.36], [-0.03, -0.23, 0.16], [-0.12, 0.15, 0.01], [-0.15, -0.05, -0.16], [0.23, 0.17, 0.04], [-0.07, -0.07, 0.30], [-0.04, 0.13, -0.17], [-0.24, -0.20, 0.15], [-0.24, 0.23, -0.10], [0.10, 0.26, 0.00], [0.40, -0.04, -0.03], [0.16, -0.31, 0.15], [-0.24, -0.31, -0.05], [0.13, 0.30, 0.01], [0.03, -0.24, -0.52], [-0.28, 0.50, -0.20], [0.16, 0.26, -0.12], [-0.19, -0.07, 0.02], [0.45, -0.05, -0.24], [-0.44, -0.11, -0.12], [0.22, -0.08, 0.06], [-0.14, 0.38, -0.04], [0.19, 0.25, 0.13], [-0.41, 0.10, 0.09], [0.00, 0.02, -0.29], [-0.09, -0.29, 0.36], [0.30, -0.02, -0.23], [-0.23, -0.07, -0.16]],
  "homo_ha": -0.4291,
  "gap_ha": 0.324,
  "multiplicity": 1,
  "lumo_energy_ha": -0.105,
  "smiles": "CN(C)C(N(Cc1ccccc1)[C@H](/C=C/c1cc(F)cc(F)c1)c1cc(F)cc(F)c1)=[N+](C)C",
  "charge": 1,
  "mol_weight_g_mol": 470.53,
  "total_energy_ev": -43786.883
}